1.
{
  "formula": "H5NS",
  "method": "ωB97M-V with the def2-TZVPD basis set",
  "charge": 0,
  "e_homo_ha": -0.360,
  "e_lumo_ha": 0.0309,
  "de_lowest_kcal_mol": 2.3,
  "elements": ["S", "H", "N", "H", "H", "H", "H"],
  "positions_angstrom": [[-0.747, 1.092, -0.178], [-0.490, 1.914, 0.836], [1.554, -2.030, 0.207], [2.316, -2.131, -0.441], [1.176, -1.095, 0.174], [0.795, -2.631, -0.075], [-2.035, 0.867, 0.105]],
  "mulliken_charge": [-0.344, 0.163, -0.650, 0.217, 0.237, 0.221, 0.156]
}

2.
{
  "formula": "C23H15Cl2N5O4",
  "method": "ωB97M-V with the def2-TZVPD basis set",
  "charge": 0,
  "e_homo_ha": -0.276,
  "e_lumo_ha": -0.0710,
  "de_lowest_kcal_mol": 18.4,
  "elements": ["N", "C", "C", "C", "C", "N", "C", "O", "C", "Cl", "C", "Cl", "C", "O", "C", "N", "C", "H", "C", "C", "C", "C", "N", "O", "O", "C", "C", "N", "C", "C", "C", "C", "C", "C", "C", "H", "H", "H", "H", "H", "H", "H", "H", "H", "H", "H", "H", "H", "H"],
  "positions_angstrom": [[-2.064, -2.734, 8.701], [-1.540, -1.881, 8.106], [-0.870, -0.855, 7.310], [-1.117, 0.491, 7.844], [-2.439, 0.937, 7.992], [-3.555, 1.291, 8.088], [-0.100, 1.535, 7.755], [-0.404, 2.718, 7.578], [1.312, 1.058, 7.806], [2.503, 2.225, 8.117], [1.631, -0.249, 7.552], [3.239, -0.825, 7.562], [0.605, -1.248, 7.208], [0.881, -2.372, 6.809], [-2.807, 1.100, 4.218], [-1.965, -0.071, 4.075], [-2.136, -1.228, 4.818], [-1.288, -0.883, 6.272], [-3.511, -1.724, 5.044], [-4.083, -2.272, 3.868], [-5.361, -2.777, 3.872], [-6.082, -2.753, 5.080], [-7.363, -3.354, 5.091], [-8.036, -3.382, 6.148], [-7.785, -3.851, 4.019], [-5.545, -2.189, 6.248], [-4.269, -1.656, 6.236], [-1.197, -2.131, 4.326], [-1.049, -3.476, 4.837], [-0.500, -1.567, 3.266], [-1.001, -0.268, 3.086], [-0.925, 0.373, 1.858], [-0.267, -0.301, 0.823], [0.260, -1.595, 1.010], [0.134, -2.256, 2.238], [-2.372, 1.885, 3.594], [-3.841, 0.920, 3.886], [-2.807, 1.401, 5.273], [-3.511, -2.298, 2.934], [-5.812, -3.203, 2.980], [-6.147, -2.189, 7.151], [-3.834, -1.192, 7.123], [-0.272, -3.962, 4.244], [-0.722, -3.415, 5.882], [-1.982, -4.051, 4.770], [-1.410, 1.347, 1.726], [-0.171, 0.174, -0.164], [0.758, -2.102, 0.173], [0.459, -3.283, 2.413]],
  "mulliken_charge": [-0.695, 0.137, 2.182, -0.413, 0.013, -0.772, 0.139, -0.695, 0.295, -0.120, -0.028, -0.148, -0.025, -0.691, -0.688, 0.627, 0.163, -0.695, -0.168, -0.704, -0.623, -0.254, 0.949, -0.574, -0.587, -0.784, 0.046, 0.699, -0.745, 1.102, 1.066, -0.934, -0.663, -0.627, -0.995, 0.403, 0.259, 0.185, 0.465, 0.505, 0.537, 0.543, 0.343, 0.250, 0.279, 0.339, 0.372, 0.385, 0.344]
}

3.
{
  "formula": "C16H22Cl7O4P2RuTe",
  "method": "ωB97M-V with the def2-TZVPD basis set",
  "charge": 0,
  "spin_multiplicity": 2,
  "e_homo_ha": [-0.287, -0.288],
  "s_squared": 0.77,
  "e_lumo_ha": [-0.0151, -0.0732],
  "de_lowest_kcal_mol": 27.5,
  "elements": ["Ru", "Cl", "C", "C", "Cl", "C", "Cl", "C", "O", "C", "O", "C", "Cl", "C", "P", "C", "C", "C", "P", "C", "C", "H", "H", "H", "H", "H", "H", "H", "H", "H", "H", "H", "H", "H", "H", "H", "H", "Cl", "C", "Cl", "Cl", "C", "O", "O", "C", "Te", "C", "H", "H", "H", "H", "H", "H"],
  "positions_angstrom": [[0.034, 0.610, -0.507], [-3.080, -5.268, -1.227], [-1.893, -4.037, -1.085], [-0.612, -4.239, -1.672], [-0.280, -5.711, -2.489], [0.348, -3.265, -1.596], [1.909, -3.455, -2.279], [0.060, -2.042, -0.943], [0.946, -1.096, -0.834], [-1.229, -1.823, -0.359], [-1.435, -0.703, 0.220], [-2.193, -2.867, -0.440], [-3.739, -2.570, 0.240], [0.005, 2.736, 2.002], [0.989, 1.309, 1.425], [1.235, 0.325, 2.928], [2.657, 2.021, 1.105], [2.592, 2.814, -0.209], [1.754, 1.778, -1.491], [3.109, 0.710, -2.059], [1.497, 2.960, -2.845], [0.576, 3.383, 2.670], [-0.868, 2.348, 2.528], [-0.340, 3.327, 1.153], [1.684, 0.929, 3.718], [1.885, -0.522, 2.708], [0.265, -0.043, 3.265], [3.360, 1.189, 1.021], [2.976, 2.639, 1.948], [3.578, 3.134, -0.548], [1.986, 3.716, -0.075], [3.987, 1.305, -2.314], [2.758, 0.156, -2.925], [3.358, -0.007, -1.277], [2.430, 3.470, -3.090], [0.758, 3.703, -2.540], [1.129, 2.430, -3.722], [-2.915, -1.423, -3.872], [-1.820, -0.147, -4.435], [-2.719, 1.384, -4.570], [-1.187, -0.594, -6.014], [-0.660, 0.080, -3.393], [-1.118, 0.354, -2.235], [0.479, 0.157, -3.806], [-3.209, -0.078, 5.205], [-2.885, -0.175, 3.097], [-1.736, -1.969, 3.218], [-2.258, -0.031, 5.730], [-3.780, -0.942, 5.536], [-3.778, 0.826, 5.413], [-2.370, -2.834, 3.049], [-1.287, -2.021, 4.209], [-0.955, -1.930, 2.464]],
  "mulliken_charge": [0.009, -0.188, 0.384, 0.515, -0.193, 0.161, -0.183, -0.285, -0.594, 0.564, -0.787, 0.230, -0.159, -1.321, 1.390, -1.041, -1.140, -0.993, 1.360, -1.449, -1.402, 0.416, 0.174, 0.386, 0.454, 0.348, 0.066, 0.394, 0.545, 0.531, 0.385, 0.479, 0.315, 0.328, 0.411, 0.367, 0.378, -0.120, 0.633, -0.151, -0.137, 0.100, -0.644, -0.596, -1.057, 0.245, -1.108, 0.320, 0.330, 0.304, 0.387, 0.506, 0.135]
}

4.
{
  "formula": "HNO3S",
  "method": "ωB97M-V with the def2-TZVPD basis set",
  "charge": 0,
  "e_homo_ha": [-0.305, -0.318],
  "e_lumo_ha": [-0.0150, -0.0234],
  "de_lowest_kcal_mol": 15.4,
  "elements": ["N", "O", "O", "O", "S", "H"],
  "positions_angstrom": [[-1.504, -0.858, 0.374], [1.064, -1.139, 0.011], [0.570, 1.300, -0.521], [-1.100, -1.688, -0.326], [0.660, 0.111, 0.653], [0.310, 2.274, -0.192]],
  "mulliken_charge": [0.169, -0.430, -0.486, -0.120, 0.499, 0.368]
}

5.
{
  "formula": "C37H27Cl3FN5O10PtS",
  "method": "ωB97M-V with the def2-TZVPD basis set",
  "charge": 0,
  "e_homo_ha": [-0.304, -0.304],
  "e_lumo_ha": [-0.0339, -0.0359],
  "de_lowest_kcal_mol": 45.5,
  "elements": ["Pt", "C", "C", "C", "C", "C", "C", "C", "F", "C", "C", "C", "O", "C", "C", "N", "C", "C", "O", "O", "H", "H", "H", "H", "H", "H", "H", "H", "H", "H", "H", "O", "C", "O", "C", "C", "C", "C", "C", "C", "N", "O", "O", "N", "O", "O", "H", "H", "H", "Cl", "C", "C", "C", "C", "C", "C", "N", "C", "C", "N", "C", "O", "C", "C", "C", "Cl", "S", "C", "C", "C", "Cl", "C", "H", "H", "H", "H", "H", "H", "H", "H", "H", "H", "H", "H", "H"],
  "positions_angstrom": [[-0.955, -1.674, -0.088], [-3.912, 2.308, -6.099], [-2.852, 2.890, -5.168], [-3.076, 4.356, -4.828], [-4.348, 4.538, -4.010], [-4.309, 3.650, -2.794], [-5.061, 3.936, -1.677], [-4.976, 3.127, -0.548], [-5.745, 3.434, 0.511], [-4.130, 2.058, -0.485], [-3.376, 1.729, -1.619], [-2.481, 0.568, -1.568], [-2.268, 0.047, -0.449], [-1.962, 0.144, -2.818], [-2.137, 0.946, -3.913], [-2.796, 2.109, -3.917], [-3.487, 2.505, -2.781], [-1.192, -1.136, -3.090], [-0.981, -1.429, -4.253], [-0.754, -1.833, -2.099], [-3.953, 2.878, -7.028], [-4.897, 2.323, -5.632], [-3.672, 1.273, -6.344], [-1.875, 2.787, -5.641], [-3.112, 4.936, -5.750], [-2.224, 4.711, -4.243], [-5.230, 4.314, -4.615], [-4.438, 5.577, -3.691], [-5.725, 4.791, -1.660], [-4.037, 1.455, 0.406], [-1.706, 0.605, -4.847], [-2.470, -5.809, -0.033], [-1.751, -4.822, -0.005], [-2.136, -3.604, 0.094], [-0.238, -5.059, 0.015], [0.614, -4.022, -0.301], [1.980, -4.131, -0.087], [2.541, -5.330, 0.311], [1.680, -6.392, 0.517], [0.302, -6.276, 0.401], [2.258, -7.689, 0.909], [3.458, -7.735, 1.094], [1.501, -8.628, 1.023], [2.831, -2.955, -0.240], [2.290, -1.864, -0.303], [4.036, -3.117, -0.232], [0.187, -3.145, -0.798], [3.606, -5.436, 0.452], [-0.339, -7.122, 0.605], [6.438, -1.606, 2.261], [5.022, -0.763, 2.782], [3.904, -0.720, 1.965], [2.789, -0.020, 2.386], [2.760, 0.640, 3.612], [1.528, 1.422, 4.025], [0.479, 0.503, 4.627], [0.066, -0.525, 3.696], [0.299, -1.872, 3.851], [-0.203, -2.480, 2.748], [-0.747, -1.516, 1.936], [-0.571, -0.351, 2.528], [0.927, 2.109, 2.948], [1.679, 3.229, 2.469], [2.569, 2.894, 1.310], [2.104, 2.491, 0.096], [0.460, 2.283, -0.335], [3.364, 2.168, -1.027], [4.549, 2.605, 0.133], [3.993, 2.960, 1.318], [3.888, 0.545, 4.422], [3.918, 1.276, 6.005], [5.022, -0.143, 4.021], [3.906, -1.229, 1.010], [1.922, 0.024, 1.737], [1.795, 2.133, 4.813], [-0.381, 1.093, 4.946], [0.913, 0.012, 5.496], [0.794, -2.275, 4.717], [-0.254, -3.527, 2.504], [-0.891, 0.605, 2.147], [2.286, 3.645, 3.279], [0.940, 3.976, 2.175], [5.592, 2.569, -0.135], [4.568, 3.250, 2.187], [5.888, -0.198, 4.665]],
  "mulliken_charge": [1.744, -1.366, -0.282, -1.052, -1.063, 1.021, -0.696, -0.015, -0.357, -1.029, 0.490, 1.492, -1.449, -0.513, -0.408, 0.146, -0.380, 0.406, -0.742, -0.639, 0.399, 0.364, 0.416, 0.502, 0.420, 0.367, 0.358, 0.467, 0.533, 0.665, 0.633, -0.726, 0.310, -0.750, 0.357, -0.647, -0.101, -0.310, -0.284, -0.751, 1.045, -0.625, -0.609, 1.040, -0.515, -0.629, 1.246, 0.625, 0.608, -0.219, -0.087, -1.160, 0.914, -0.748, -0.930, -1.258, 0.330, -0.173, -0.797, -0.295, -0.317, -0.246, -1.285, 0.282, 0.756, 0.055, -0.142, -0.550, -0.849, 0.804, -0.239, -0.645, 0.612, 0.877, 1.072, 0.346, 0.376, 0.434, 0.488, 0.692, 0.353, 0.482, 0.448, 0.422, 0.477]
}

6.
{
  "formula": "C7H4N2O2",
  "method": "ωB97M-V with the def2-TZVPD basis set",
  "charge": 0,
  "e_homo_ha": -0.372,
  "e_lumo_ha": -0.0457,
  "de_lowest_kcal_mol": 109.2,
  "elements": ["C", "C", "C", "C", "C", "C", "C", "H", "H", "H", "H", "N", "N", "O", "O"],
  "positions_angstrom": [[-1.062, -0.182, -0.212], [-1.028, 1.157, 0.107], [0.288, 1.727, 0.030], [1.503, 1.090, -0.132], [1.419, -0.208, -0.166], [0.134, -0.948, -0.034], [2.280, -1.262, 0.085], [-1.957, 1.690, 0.105], [0.504, 2.680, 0.193], [2.460, 1.666, -0.390], [0.325, -1.971, 0.035], [-2.394, -0.898, 0.039], [3.149, -2.033, 0.292], [-3.424, -0.355, 0.335], [-2.198, -2.153, -0.286]],
  "mulliken_charge": [0.181, -0.710, -0.378, -0.455, 0.629, -0.382, 0.127, 0.403, 0.501, 0.322, 0.450, 0.878, -0.491, -0.536, -0.541]
}

7.
{
  "formula": "C16H15F3N3O4PdSSeTe",
  "method": "ωB97M-V with the def2-TZVPD basis set",
  "charge": -1,
  "e_homo_ha": [-0.166, -0.166],
  "e_lumo_ha": [0.0648, 0.0635],
  "de_lowest_kcal_mol": 54.6,
  "elements": ["Pd", "C", "N", "C", "C", "N", "C", "S", "H", "H", "H", "H", "H", "H", "O", "Se", "O", "O", "O", "Te", "C", "C", "C", "C", "C", "C", "H", "H", "H", "H", "H", "F", "C", "F", "F", "C", "C", "C", "N", "C", "C", "H", "H", "H", "H"],
  "positions_angstrom": [[0.654, 0.158, -0.576], [-2.284, -2.073, 2.196], [-1.000, -2.599, 1.770], [0.014, -3.072, 2.598], [1.073, -3.331, 1.813], [0.682, -3.043, 0.520], [-0.580, -2.568, 0.488], [-1.434, -2.012, -0.861], [-2.366, -2.208, 3.273], [-3.092, -2.597, 1.689], [-2.326, -1.014, 1.948], [-0.102, -3.127, 3.665], [2.068, -3.655, 2.057], [1.288, -2.950, -0.286], [-0.611, 0.375, 1.494], [0.927, 0.921, 1.871], [1.200, 1.220, 3.450], [1.889, -0.329, 1.218], [1.183, 2.196, 0.840], [1.783, -0.997, -2.520], [3.800, -0.478, -2.119], [4.130, 0.673, -1.402], [5.459, 0.964, -1.119], [6.477, 0.124, -1.557], [6.153, -1.022, -2.272], [4.822, -1.324, -2.543], [3.353, 1.327, -1.027], [5.694, 1.851, -0.541], [7.511, 0.353, -1.330], [6.934, -1.694, -2.609], [4.581, -2.228, -3.092], [-4.265, 4.659, -1.998], [-3.141, 4.819, -1.279], [-3.508, 4.960, 0.003], [-2.583, 5.976, -1.666], [-2.202, 3.650, -1.457], [-0.842, 3.851, -1.530], [-0.026, 2.746, -1.714], [-0.506, 1.510, -1.819], [-1.827, 1.325, -1.727], [-2.715, 2.370, -1.560], [-0.405, 4.833, -1.426], [1.045, 2.853, -1.794], [-2.170, 0.304, -1.790], [-3.778, 2.179, -1.507]],
  "mulliken_charge": [1.001, -0.858, 0.306, -0.115, -0.677, 0.151, -0.084, -0.435, 0.293, 0.309, 0.274, 0.402, 0.403, 0.151, -0.574, 0.996, -0.732, -0.693, -0.602, -0.217, 0.122, -0.053, -0.706, -0.368, -0.489, -0.411, 0.258, 0.376, 0.348, 0.331, 0.326, -0.268, 0.799, -0.246, -0.273, 0.461, -0.645, -0.060, -0.506, -0.097, -0.789, 0.422, 0.376, 0.373, 0.422]
}

8.
{
  "formula": "H2NO2P",
  "method": "ωB97M-V with the def2-TZVPD basis set",
  "charge": 0,
  "e_homo_ha": [-0.379, -0.327],
  "e_lumo_ha": [-0.0503, -0.0626],
  "de_lowest_kcal_mol": 174.5,
  "elements": ["N", "O", "O", "P", "H", "H"],
  "positions_angstrom": [[0.785, 1.621, -0.139], [-1.464, -0.919, -0.208], [1.197, 0.388, -0.057], [1.260, -1.090, -0.079], [-0.178, 1.527, 0.029], [-1.601, -1.527, 0.454]],
  "mulliken_charge": [-0.124, -0.697, 0.057, 0.268, 0.237, 0.259]
}

Question: charge of number 6 (C7H4N2O2)?
Answer: 0

Question: charge of number 5 (C37H27Cl3FN5O10PtS)?
Answer: 0